Record 1
Formula: C7H28N12O7Pd
Source: OMol25
Level of theory: wB97M-V/def2-TZVPD

The value obtained for the HOMO-LUMO gap (spin up / spin down) is 10.33 / 9.37 eV. Its molecular weight is 498.798 g/mol. The total charge is +2. The multiplicity is 3. Its expectation value of S² is 2.003. The calculation puts the calculated total energy at -43398.9418 eV. The value obtained for the highest occupied orbital energy (spin up / spin down) is -14.795 / -15.278 eV. Its energy above the lowest of the compared OMol25 structures with the same formula, charge and spin is 0.0 kJ/mol.

```
55
C7H28N12O7Pd | OMol25 | wB97M-V/def2-TZVPD
Pd 0.022 -0.187 0.865
C 0.860 1.459 3.330
O 1.307 0.617 2.463
N -0.185 1.116 4.092
N 1.436 2.672 3.401
H -0.669 0.332 3.734
H -0.505 1.676 4.860
H 1.138 3.377 3.996
H 2.215 2.915 2.739
C 1.711 1.901 -0.865
O 0.701 1.228 -0.792
N 2.898 1.680 -0.286
N 1.682 3.021 -1.704
H 2.966 0.891 0.324
H 3.762 2.298 -0.320
H 2.528 3.502 -2.007
H 0.887 3.151 -2.271
C -2.454 -0.896 -1.072
O -1.313 -1.260 -0.625
N -3.479 -0.367 -0.355
N -2.758 -1.193 -2.401
H -3.301 0.124 0.514
H -4.200 0.028 -0.986
H -3.309 -0.553 -2.912
H -1.966 -1.525 -2.912
C -2.182 2.195 0.599
O -1.809 1.179 1.208
N -1.991 2.355 -0.683
N -2.818 3.196 1.214
H -2.681 2.875 -1.232
H -1.454 1.664 -1.237
H -2.932 3.107 2.197
H -2.927 4.129 0.911
C 2.450 -2.088 -0.283
O 1.982 -1.337 0.677
N 3.483 -2.901 -0.019
N 1.926 -2.130 -1.540
H 3.989 -3.534 -0.621
H 3.888 -2.844 0.931
H 1.157 -1.414 -1.491
H 2.476 -2.203 -2.365
C -0.741 -2.851 2.434
O -0.557 -1.595 2.528
N -0.921 -3.620 3.557
N -0.931 -3.565 1.285
H -0.879 -4.596 3.443
H -0.547 -3.255 4.389
H -0.659 -3.352 0.291
H -1.067 -4.660 1.361
C 0.693 0.287 -4.760
O 0.360 -1.053 -4.316
H 1.441 0.671 -4.094
H 0.870 0.286 -5.831
H -0.206 0.902 -4.554
H 0.613 -1.854 -4.812
```

The Löwdin scheme yields these atomic charges, measured in e: 1.15, -0.58, -0.13, 0.21, 0.20, 0.07, 0.13, 0.09, 0.15, -0.63, -0.06, 0.19, 0.17, 0.08, 0.17, 0.12, 0.08, -0.56, -0.11, 0.19, 0.19, 0.09, 0.14, 0.09, 0.09, -0.68, -0.08, 0.19, 0.22, 0.14, 0.11, 0.12, 0.11, -0.57, -0.12, 0.18, 0.19, 0.13, 0.14, 0.10, 0.10, -0.56, -0.08, 0.19, 0.15, 0.09, 0.10, 0.11, 0.17, -0.11, -0.17, 0.05, 0.09, 0.08, 0.09


Record 2
Formula: C4H4BrF2NO
Source: OMol25
Level of theory: wB97M-V/def2-TZVPD

The value obtained for the HOMO-LUMO gap (spin up / spin down) is 9.72 / 9.72 eV. Its molecular weight is 199.982 g/mol. The total charge is 0. The multiplicity is 1. The calculation puts the calculated total energy at -83223.4741 eV. The value obtained for the highest occupied orbital energy (spin up / spin down) is -10.906 / -10.904 eV. Its energy above the lowest of the compared OMol25 structures with the same formula, charge and spin is 237.3 kJ/mol.

```
13
C4H4BrF2NO | OMol25 | wB97M-V/def2-TZVPD
C -1.191 0.031 0.366
C 1.055 1.525 0.449
C 1.441 0.212 0.042
C -1.372 -1.410 -0.237
N 0.159 0.491 0.503
O -2.055 0.756 0.762
F 1.056 2.506 -0.439
F 1.215 0.257 -2.035
Br 2.710 -1.083 0.234
H 1.311 1.890 1.507
H -1.139 -1.369 -1.254
H -2.380 -1.764 -0.198
H -0.812 -2.041 0.298
```

The Löwdin scheme yields these atomic charges, measured in e: -0.35, -0.35, -0.59, 0.06, 0.11, 0.14, 0.11, -0.39, 0.90, 0.19, 0.07, 0.09, 0.03


Record 3
Formula: C10H36BN12O14S2
Source: OMol25
Level of theory: wB97M-V/def2-TZVPD

The value obtained for the HOMO-LUMO gap is 7.02 eV. Its molecular weight is 623.414 g/mol. The total charge is -1. The multiplicity is 1. The calculation puts the calculated total energy at -79806.9353 eV. The value obtained for the highest occupied orbital energy is -5.525 eV.

```
75
C10H36BN12O14S2 | OMol25 | wB97M-V/def2-TZVPD
B -0.324 -0.214 -0.094
H 0.478 0.026 -0.774
H -0.612 0.754 0.288
H -1.127 -0.793 -0.523
H 0.113 -0.722 0.752
C 0.830 -1.402 3.013
O 1.223 -2.146 3.903
N 0.792 -1.789 1.743
N 0.487 -0.159 3.149
H 0.428 -1.163 1.039
H 1.008 -2.764 1.592
H 0.693 0.347 3.999
H 0.101 0.438 2.430
C 1.153 2.566 1.378
O 1.101 2.063 2.465
N 1.282 3.879 1.197
N 0.778 2.063 0.227
H 0.948 4.288 0.336
H 1.412 4.477 2.001
H 0.509 1.091 0.173
H 0.746 2.688 -0.565
C -1.074 1.294 -2.497
O -1.303 2.101 -3.396
N -1.707 0.216 -2.201
N -0.329 1.581 -1.513
H -1.276 -0.313 -1.457
H -2.489 -0.023 -2.795
H 0.106 2.490 -1.449
H 0.008 0.840 -0.917
C 2.707 -0.308 -0.065
O 3.847 -0.641 0.101
N 2.285 0.818 -0.357
N 1.685 -1.084 0.216
H 1.302 0.925 -0.562
H 3.013 1.514 -0.438
H 1.973 -2.036 0.388
H 0.720 -0.789 0.173
C -0.046 -2.497 -2.313
O -0.219 -3.416 -3.098
N 1.130 -2.096 -1.965
N -1.037 -1.872 -1.825
H 1.149 -1.752 -1.015
H 1.887 -2.617 -2.383
H -1.982 -2.163 -2.034
H -0.842 -1.208 -1.089
C -1.565 1.871 3.078
O -2.509 1.141 3.416
N -1.177 1.943 1.834
N -0.948 2.647 3.899
H -0.303 2.411 1.642
H -1.622 1.418 1.095
H -1.065 2.451 4.883
H -0.484 3.447 3.493
C -1.430 -1.595 1.890
C -2.687 -1.069 1.020
O -3.862 -1.704 1.610
S -3.539 -2.815 2.777
O -4.311 -4.029 2.469
O -3.874 -2.111 3.992
O -1.885 -2.822 2.421
H -1.171 -0.847 2.640
H -0.553 -1.727 1.257
H -2.571 -1.358 -0.024
H -2.697 0.014 1.146
C 0.499 0.501 -3.825
C 1.467 0.555 -2.589
O 2.614 -0.226 -2.869
S 2.540 -0.893 -4.421
O 1.982 -2.253 -4.325
O 3.773 -0.676 -5.206
O 1.312 0.159 -4.904
H -0.049 1.425 -4.010
H -0.335 -0.192 -3.707
H 1.083 0.296 -1.602
H 1.843 1.542 -2.319
```

The Löwdin scheme yields these atomic charges, measured in e: -0.50, 0.06, 0.10, 0.05, 0.03, -0.68, 0.04, 0.05, 0.18, -0.09, 0.19, 0.14, 0.07, -0.71, 0.05, 0.20, 0.02, 0.12, 0.12, 0.04, 0.12, -0.77, 0.04, 0.19, 0.08, 0.01, 0.17, 0.13, -0.05, -0.73, 0.10, 0.11, 0.05, 0.01, 0.19, 0.17, -0.09, -0.76, 0.03, 0.18, 0.14, 0.05, 0.13, 0.16, -0.08, -0.75, 0.04, 0.16, 0.19, 0.03, 0.10, 0.14, 0.11, -0.19, -0.09, -0.21, 0.75, -0.26, -0.24, -0.16, 0.11, 0.05, 0.10, 0.10, -0.18, -0.19, -0.18, 0.83, -0.26, -0.26, -0.17, 0.09, 0.13, 0.03, 0.14